Record 1
DFT (the ωB97M-V functional and the def2-TZVPD basis) results for one molecule with the formula C2H4BFO in a non-equilibrium geometry.

SMILES string: B[C@H](F)C=O
2S+1: 1
HOMO level: -0.3760 Eh
E_tot: -278.4724 Eh
gap between HOMO and LUMO: 9.4 eV
ΔE to the lowest compared entry with this formula, charge and spin: 2.114 eV

Last column: Mulliken charge in e.
Geometry (Å):
B -0.37 -1.25 -0.51  0.156
C 0.06 1.26 -0.07  -0.081
C 0.28 -0.12 0.45  0.223
O -0.85 2.02 0.22  -0.429
F -0.25 -0.05 1.75  -0.291
H 0.39 -1.67 -1.16  -0.033
H -1.41 -1.70 -0.51  -0.010
H 0.86 1.68 -0.80  0.277
H 1.30 -0.16 0.65  0.189



Record 2
DFT (the ωB97M-V functional and the def2-TZVPD basis) results for H12O6Zn as an isolated structure in a non-equilibrium geometry.

2S+1: 1
HOMO level: -0.7501 Eh
total charge: +2
E_tot: -2237.4257 Eh
gap between HOMO and LUMO: 13.0 eV
ΔE to the lowest compared entry with this formula, charge and spin: 0.848 eV

Last column: Mulliken charge in e.
Geometry (Å):
Zn -17.82 15.97 -6.25  0.881
O -15.97 16.40 -7.22  -0.436
H -15.05 16.20 -7.00  0.294
H -16.08 16.79 -8.09  0.301
O -18.87 16.49 -7.92  -0.492
H -18.33 16.74 -8.63  0.314
H -19.58 15.93 -8.24  0.334
O -19.43 15.46 -5.08  -0.426
H -19.56 15.81 -4.20  0.329
H -19.94 14.65 -5.02  0.304
O -16.82 15.66 -4.48  -0.433
H -16.08 16.02 -4.00  0.283
H -16.98 14.78 -4.13  0.346
O -17.70 14.06 -6.82  -0.497
H -18.66 13.79 -6.95  0.361
H -17.18 13.73 -7.55  0.339
O -17.88 18.06 -5.97  -0.464
H -17.18 18.51 -5.49  0.335
H -18.26 18.59 -6.65  0.326